C4H32N2O12 | ωB97M-V with the def2-TZVPD basis set

```
50
Properties=species:S:1:pos:R:3:lowdin_charge:R:1
N 1.38 0.13 -2.24 0.01
C 0.02 0.77 -2.17 -0.23
C -1.00 -0.22 -1.60 -0.15
C -0.72 -0.76 -0.19 -0.34
N 0.04 0.15 0.70 0.08
C -1.97 -0.91 0.58 -0.17
O -2.70 0.05 0.82 0.02
H 1.59 -0.54 -1.48 0.06
H 1.67 -0.13 -3.12 0.03
H -0.30 1.11 -3.24 0.15
H 0.10 1.65 -1.44 0.10
H -1.14 -1.02 -2.36 0.11
H -2.03 0.23 -1.53 0.10
H -0.14 -1.74 -0.10 0.12
H 0.55 -0.36 1.38 0.05
H 0.72 0.71 0.24 0.05
H -2.19 -1.92 0.97 0.14
O 2.32 -0.54 3.45 -0.07
H 1.99 -0.71 4.39 0.10
H 2.36 0.40 3.37 -0.01
O -1.87 2.62 0.82 -0.03
H -2.27 2.96 1.65 0.10
H -1.43 1.84 0.93 -0.06
O -4.00 1.82 -0.82 -0.04
H -3.52 2.62 -0.73 0.01
H -3.65 1.36 -0.07 -0.02
O -4.24 -0.10 -3.08 -0.07
H -4.53 0.58 -2.45 0.00
H -3.48 0.38 -3.42 0.02
O 3.85 1.30 1.31 -0.09
H 4.79 1.07 1.56 0.08
H 3.90 1.92 0.54 0.07
O 1.10 -3.06 -3.12 -0.06
H 1.03 -2.50 -2.40 -0.08
H 1.94 -3.45 -2.75 0.06
O 0.98 3.64 1.17 -0.06
H 0.14 3.16 1.00 0.01
H 1.17 4.15 0.38 0.04
O 1.67 -3.25 -0.30 -0.08
H 2.14 -2.66 0.26 -0.06
H 0.99 -3.77 0.26 0.10
O 1.80 2.72 3.96 -0.08
H 2.23 2.89 3.08 0.02
H 1.00 3.18 3.66 0.03
O -1.24 -3.51 -1.13 -0.08
H -1.23 -2.97 -1.96 0.04
H -0.94 -4.39 -1.44 0.07
O 2.89 -1.37 1.03 -0.08
H 3.64 -1.46 1.67 0.09
H 2.41 -0.58 1.27 -0.02
```

Properties
- Kohn-Sham gap: 9.22 eV
- Relative energy (zero: lowest compared OMol25 entry of this formula, charge and spin): 461.1 kJ/mol
- HOMO: -9.2618 eV
- LUMO level: 0.0 eV
- F_max: 5.18 eV/Å
- Net charge: 0
- SMILES: NCC[C@@H](N)C=O.O.O.O.O.O.O.O.O.O.O.O